A cluster of 13 separate species, C60H157N11O19 in total in a non-equilibrium geometry. Source: the OMol25 dataset; level of theory: the ωB97M-V functional and the def2-TZVPD basis.

Calculated values
F_max = 3.63 eV/A
Highest occupied orbital energy = -8.109 eV
Energy above the lowest of the compared OMol25 structures with the same formula, charge and spin = 0.0 kcal/mol

Structure (ORCA input):
```
! wB97M-V def2-TZVPD RIJCOSX def2/J DEFGRID3
* xyz 0 1
C 3.029 4.738 -5.019
C 3.398 3.876 -3.803
O 2.726 2.645 -3.904
H 3.598 4.506 -5.925
H 3.426 5.758 -4.911
H 1.957 4.779 -5.194
H 3.172 4.390 -2.870
H 4.494 3.842 -3.840
H 3.015 2.144 -4.682
C 5.124 0.266 1.200
C 3.815 0.285 0.454
O 2.723 -0.009 1.302
H 6.015 0.251 0.568
H 5.299 -0.598 1.850
H 5.201 1.132 1.864
H 3.871 -0.544 -0.267
H 3.771 1.274 -0.010
H 1.908 0.133 0.745
C 2.354 3.932 0.937
O 2.871 4.790 1.919
C 3.573 4.109 2.915
C 4.270 5.056 3.887
N 3.358 6.100 4.429
C 4.181 7.275 4.737
C 3.308 8.482 5.090
O 4.203 9.593 5.046
C 3.513 10.774 5.420
H 3.175 3.534 0.325
H 1.710 4.468 0.241
H 1.816 3.080 1.366
H 4.254 3.344 2.512
H 2.933 3.436 3.510
H 5.115 5.537 3.383
H 4.661 4.456 4.710
H 2.818 6.322 3.594
H 4.728 7.613 3.853
H 4.825 7.267 5.618
H 2.842 8.392 6.074
H 2.538 8.565 4.312
H 2.752 11.094 4.702
H 4.251 11.574 5.460
H 3.026 10.700 6.395
C -7.288 1.156 1.743
O -5.913 1.390 1.919
C -5.391 2.539 1.287
C -5.319 2.394 -0.225
N -4.452 1.275 -0.560
C -4.526 0.714 -1.913
C -3.478 -0.370 -2.017
O -3.519 -1.149 -3.199
C -3.202 -0.427 -4.366
H -7.583 0.370 2.441
H -7.573 0.780 0.758
H -7.892 2.018 2.048
H -4.385 2.671 1.694
H -5.952 3.422 1.615
H -4.878 3.290 -0.669
H -6.372 2.335 -0.535
H -4.532 0.589 0.183
H -4.321 1.606 -2.512
H -5.536 0.345 -2.123
H -3.645 -1.195 -1.307
H -2.429 -0.087 -1.846
H -2.281 0.157 -4.296
H -3.980 0.256 -4.728
H -3.195 -1.151 -5.183
C 1.107 -0.269 5.379
O 2.306 -0.656 4.785
C 2.281 -1.937 4.152
C 3.645 -2.571 4.243
N 3.482 -3.993 4.049
C 4.641 -4.843 3.934
C 5.642 -4.537 2.772
O 6.905 -5.102 3.072
C 7.747 -4.110 3.686
H 0.892 -0.830 6.296
H 0.209 -0.359 4.750
H 1.149 0.792 5.627
H 1.971 -1.784 3.115
H 1.544 -2.555 4.677
H 4.158 -2.306 5.174
H 4.282 -2.085 3.483
H 2.824 -3.996 3.265
H 4.459 -5.917 3.932
H 5.206 -4.712 4.866
H 5.664 -3.482 2.488
H 5.189 -5.020 1.902
H 8.709 -4.623 3.729
H 7.392 -3.916 4.699
H 7.815 -3.244 3.028
C 2.125 -1.474 -9.729
O 2.061 -0.872 -8.454
C 3.117 0.040 -8.237
C 2.829 0.966 -7.051
N 2.853 0.215 -5.787
C 1.599 -0.330 -5.373
C 1.733 -1.266 -4.162
O 2.626 -2.314 -4.433
C 2.115 -3.337 -5.278
H 1.530 -2.387 -9.709
H 3.147 -1.811 -9.939
H 1.778 -0.861 -10.562
H 3.342 0.731 -9.069
H 4.035 -0.566 -8.227
H 1.963 1.608 -7.191
H 3.715 1.613 -7.060
H 3.539 -0.525 -5.852
H 1.103 -0.910 -6.160
H 0.835 0.345 -4.972
H 0.804 -1.581 -3.664
H 2.121 -0.628 -3.355
H 2.915 -4.055 -5.441
H 1.756 -3.083 -6.280
H 1.280 -3.778 -4.729
C 2.096 5.090 6.788
O 1.858 3.807 6.186
C 0.924 3.868 5.086
C -0.473 4.244 5.642
N -1.343 4.611 4.516
C -1.856 3.500 3.718
C -2.793 2.504 4.390
O -4.079 3.096 4.547
C -4.946 2.325 5.373
H 3.112 5.098 7.179
H 1.392 5.090 7.623
H 1.971 5.937 6.113
H 0.980 2.852 4.703
H 1.279 4.655 4.419
H -0.382 5.229 6.099
H -0.818 3.487 6.351
H -2.201 5.052 4.840
H -0.993 3.033 3.230
H -2.397 3.843 2.830
H -2.373 2.049 5.296
H -2.968 1.620 3.767
H -4.433 1.691 6.103
H -5.510 1.608 4.773
H -5.528 3.071 5.908
C -9.053 4.629 -5.216
O -7.763 5.268 -5.168
C -6.758 4.393 -4.729
C -5.458 5.187 -4.519
N -4.397 4.225 -4.286
C -3.190 4.845 -3.745
C -2.117 3.766 -3.656
O -2.064 3.007 -4.849
C -0.761 2.466 -5.033
H -9.275 4.274 -4.206
H -9.017 3.809 -5.930
H -9.724 5.459 -5.419
H -6.567 3.528 -5.377
H -7.045 4.014 -3.738
H -5.602 5.801 -3.629
H -5.393 5.843 -5.396
H -4.133 3.727 -5.128
H -3.455 5.252 -2.768
H -2.725 5.658 -4.324
H -2.358 3.083 -2.831
H -1.180 4.259 -3.375
H -0.750 1.644 -5.745
H -0.298 2.097 -4.113
H -0.136 3.286 -5.394
C -6.430 -2.259 1.494
C -6.102 -3.600 0.849
C -4.592 -3.691 0.576
O -3.945 -3.477 1.810
C -2.515 -3.586 1.689
N -6.684 -4.726 1.610
H -5.727 -1.946 2.266
H -7.449 -2.161 1.864
H -6.308 -1.490 0.721
H -6.616 -3.640 -0.116
H -4.375 -3.033 -0.277
H -4.334 -4.693 0.206
H -2.250 -3.172 0.714
H -2.237 -4.639 1.622
H -2.018 -3.052 2.492
H -6.373 -5.546 1.090
H -6.177 -4.817 2.489
C 1.241 -4.854 -0.446
C 2.679 -4.593 -0.049
C 3.547 -3.900 -1.088
O 4.881 -3.873 -0.626
C 5.685 -3.118 -1.510
N 2.611 -3.702 1.167
H 0.641 -3.960 -0.625
H 0.676 -5.338 0.354
H 1.263 -5.563 -1.278
H 3.046 -5.536 0.362
H 3.210 -2.870 -1.264
H 3.473 -4.443 -2.042
H 5.649 -3.539 -2.522
H 6.721 -3.407 -1.293
H 5.631 -2.030 -1.491
H 3.568 -3.703 1.519
H 2.587 -2.741 0.817
C 0.913 -3.954 3.516
C 0.029 -5.061 4.044
C 0.640 -6.388 3.544
O 0.577 -6.551 2.147
C 1.271 -7.674 1.630
N -0.130 -5.040 5.506
H 1.925 -3.960 3.927
H 0.506 -2.952 3.694
H 0.979 -3.957 2.426
H -0.985 -4.872 3.687
H -0.075 -7.145 3.905
H 1.582 -6.605 4.058
H 0.933 -8.549 2.197
H 2.329 -7.597 1.900
H 1.151 -7.808 0.562
H -0.793 -5.698 5.890
H 0.809 -5.294 5.810
C -0.628 -5.888 -5.833
C -1.207 -6.063 -4.452
C -1.623 -4.673 -3.924
O -1.515 -4.696 -2.518
C -1.982 -3.500 -1.907
N -2.325 -7.008 -4.302
H -0.520 -6.853 -6.330
H 0.351 -5.449 -5.650
H -1.234 -5.236 -6.467
H -0.439 -6.567 -3.856
H -2.599 -4.413 -4.349
H -0.924 -3.951 -4.370
H -1.414 -2.667 -2.312
H -1.972 -3.698 -0.832
H -3.081 -3.475 -1.944
H -2.791 -6.953 -3.404
H -3.033 -6.649 -4.947
C -0.308 -1.685 1.064
C -0.438 -0.207 1.553
C -0.425 0.742 0.359
O 0.806 0.671 -0.356
C 0.917 1.637 -1.394
N -1.706 -0.073 2.291
H -1.069 -1.796 0.288
H -0.485 -2.410 1.859
H 0.655 -1.921 0.613
H 0.365 -0.022 2.266
H -0.523 1.769 0.734
H -1.266 0.612 -0.328
H 0.187 1.290 -2.146
H 1.875 1.509 -1.887
H 0.532 2.633 -1.165
H -2.546 -0.170 1.728
H -1.697 -0.892 2.891
*
```

Atom charges from the Mulliken analysis, given in e for atoms 1 to 99: atom 1 (C): -1.14, atom 2 (C): -0.19, atom 3 (O): -0.07, atom 4 (H): 0.29, atom 5 (H): 0.41, atom 6 (H): 0.19, atom 7 (H): 0.30, atom 8 (H): 0.29, atom 9 (H): 0.05, atom 10 (C): -1.35, atom 11 (C): 1.13, atom 12 (O): 0.10, atom 13 (H): 0.43, atom 14 (H): 0.05, atom 15 (H): 0.04, atom 16 (H): -0.36, atom 17 (H): -0.21, atom 18 (H): 0.07, atom 19 (C): -0.41, atom 20 (O): -0.46, atom 21 (C): 0.58, atom 22 (C): -1.22, atom 23 (N): 0.11, atom 24 (C): -0.78, atom 25 (C): -0.55, atom 26 (O): -0.31, atom 27 (C): -0.75, atom 28 (H): 0.24, atom 29 (H): 0.27, atom 30 (H): 0.11, atom 31 (H): 0.02, atom 32 (H): -0.09, atom 33 (H): 0.49, atom 34 (H): 0.25, atom 35 (H): 0.20, atom 36 (H): 0.47, atom 37 (H): 0.16, atom 38 (H): 0.38, atom 39 (H): 0.37, atom 40 (H): 0.30, atom 41 (H): 0.26, atom 42 (H): 0.30, atom 43 (C): -0.95, atom 44 (O): -0.01, atom 45 (C): -0.64, atom 46 (C): -0.60, atom 47 (N): 0.68, atom 48 (C): -0.67, atom 49 (C): 1.95, atom 50 (O): -0.46, atom 51 (C): -0.84, atom 52 (H): 0.24, atom 53 (H): 0.32, atom 54 (H): 0.36, atom 55 (H): -0.22, atom 56 (H): 0.51, atom 57 (H): 0.33, atom 58 (H): 0.34, atom 59 (H): -0.18, atom 60 (H): -0.07, atom 61 (H): 0.18, atom 62 (H): -0.96, atom 63 (H): -0.41, atom 64 (H): 0.30, atom 65 (H): 0.29, atom 66 (H): 0.39, atom 67 (C): -0.39, atom 68 (O): -0.53, atom 69 (C): -0.52, atom 70 (C): -0.08, atom 71 (N): 0.28, atom 72 (C): -0.56, atom 73 (C): 0.35, atom 74 (O): -0.53, atom 75 (C): -0.66, atom 76 (H): 0.37, atom 77 (H): 0.05, atom 78 (H): 0.12, atom 79 (H): 0.21, atom 80 (H): 1.27, atom 81 (H): 0.54, atom 82 (H): -0.27, atom 83 (H): -0.99, atom 84 (H): 0.15, atom 85 (H): 0.54, atom 86 (H): 0.00, atom 87 (H): -0.08, atom 88 (H): 0.29, atom 89 (H): 0.26, atom 90 (H): 0.25, atom 91 (C): -0.88, atom 92 (O): -0.21, atom 93 (C): -0.83, atom 94 (C): -0.53, atom 95 (N): -0.29, atom 96 (C): 0.88, atom 97 (C): -0.03, atom 98 (O): -0.30, atom 99 (C): -0.53


The molecule C4H7NO2 in a non-equilibrium geometry. Source: the OMol25 dataset; level of theory: the ωB97M-V functional and the def2-TZVPD basis.

Calculated values
F_max = 3.75 eV/A
Highest occupied orbital energy = -7.443 eV
Energy above the lowest of the compared OMol25 structures with the same formula, charge and spin = 149.3 kcal/mol

Structure (ORCA input):
```
! wB97M-V def2-TZVPD RIJCOSX def2/J DEFGRID3
* xyz 0 1
C 1.418 1.317 -0.856
C -1.242 -0.850 0.394
C 0.209 -0.654 -0.018
C -2.155 -0.080 -0.523
N 0.637 0.797 0.046
O 0.070 1.642 0.870
O -2.087 1.181 -0.400
H 1.623 2.330 -0.605
H -1.528 -1.819 0.580
H -1.339 -0.448 1.407
H 0.825 -1.080 0.703
H 0.312 -1.104 -0.985
H 2.184 0.685 -1.496
H -1.355 1.507 0.332
*
```

Taken from the natural (NBO) analysis, the atomic charges in e are: atom 1 (C): -0.10, atom 2 (C): -0.58, atom 3 (C): -0.24, atom 4 (C): 0.24, atom 5 (N): 0.09, atom 6 (O): -0.57, atom 7 (O): -0.64, atom 8 (H): 0.22, atom 9 (H): 0.23, atom 10 (H): 0.22, atom 11 (H): 0.22, atom 12 (H): 0.23, atom 13 (H): 0.21, atom 14 (H): 0.48


The molecule C26H28N2O6. Source: the OMol25 dataset; level of theory: the ωB97M-V functional and the def2-TZVPD basis.

Calculated values
F_max = 0.72 eV/A
SMILES string = CCCN(CC1CC1)C(=O)COC(=O)c1ccc2c(c1)C(=O)N(c1ccc(OCC)cc1)C2=O
Highest occupied orbital energy = -8.386 eV
Energy above the lowest of the compared OMol25 structures with the same formula, charge and spin = 32.1 kcal/mol

Structure (ORCA input):
```
! wB97M-V def2-TZVPD RIJCOSX def2/J DEFGRID3
* xyz 0 1
C 7.603 -1.875 -0.133
C 6.504 -2.751 0.451
C 5.108 -2.408 -0.074
N 4.648 -1.069 0.280
C 4.336 -0.141 -0.790
C 5.514 0.706 -1.231
C 5.380 1.518 -2.484
C 6.303 0.340 -2.452
C 4.442 -0.820 1.588
O 4.629 -1.652 2.453
C 3.982 0.592 1.983
O 2.608 0.782 1.651
C 2.238 1.995 1.227
O 3.000 2.916 1.067
C 0.776 2.070 0.958
C 0.256 3.300 0.560
C -1.099 3.461 0.302
C -1.911 2.355 0.452
C -1.393 1.119 0.847
C -0.051 0.951 1.107
C -2.515 0.147 0.915
O -2.481 -1.022 1.190
N -3.655 0.872 0.564
C -4.958 0.314 0.526
C -5.819 0.626 -0.515
C -7.096 0.094 -0.552
C -7.526 -0.767 0.454
O -8.755 -1.336 0.541
C -9.697 -1.154 -0.498
C -9.402 -2.024 -1.716
C -6.647 -1.079 1.495
C -5.380 -0.543 1.537
C -3.377 2.204 0.266
O -4.181 3.038 -0.060
H 7.621 -1.947 -1.218
H 7.451 -0.835 0.143
H 8.571 -2.190 0.248
H 6.499 -2.665 1.537
H 6.697 -3.795 0.198
H 5.093 -2.491 -1.161
H 4.400 -3.130 0.349
H 3.521 0.514 -0.478
H 3.968 -0.718 -1.644
H 6.055 1.161 -0.410
H 5.804 2.510 -2.502
H 4.461 1.431 -3.045
H 7.367 0.519 -2.451
H 6.013 -0.543 -3.001
H 4.586 1.372 1.508
H 4.081 0.666 3.070
H 0.940 4.130 0.460
H -1.508 4.411 -0.004
H 0.348 -0.001 1.418
H -5.499 1.293 -1.300
H -7.740 0.365 -1.373
H -10.650 -1.453 -0.052
H -9.765 -0.096 -0.778
H -10.182 -1.888 -2.460
H -9.372 -3.070 -1.422
H -8.442 -1.766 -2.157
H -6.991 -1.746 2.270
H -4.714 -0.793 2.348
*
```

Taken from the natural (NBO) analysis, the atomic charges in e are: atom 1 (C): -0.61, atom 2 (C): -0.41, atom 3 (C): -0.21, atom 4 (N): -0.43, atom 5 (C): -0.20, atom 6 (C): -0.24, atom 7 (C): -0.42, atom 8 (C): -0.42, atom 9 (C): 0.65, atom 10 (O): -0.61, atom 11 (C): -0.17, atom 12 (O): -0.50, atom 13 (C): 0.77, atom 14 (O): -0.59, atom 15 (C): -0.08, atom 16 (C): -0.17, atom 17 (C): -0.17, atom 18 (C): -0.11, atom 19 (C): -0.07, atom 20 (C): -0.17, atom 21 (C): 0.68, atom 22 (O): -0.53, atom 23 (N): -0.48, atom 24 (C): 0.08, atom 25 (C): -0.13, atom 26 (C): -0.32, atom 27 (C): 0.31, atom 28 (O): -0.49, atom 29 (C): -0.06, atom 30 (C): -0.64, atom 31 (C): -0.25, atom 32 (C): -0.17, atom 33 (C): 0.68, atom 34 (O): -0.53, atom 35 (H): 0.20, atom 36 (H): 0.20, atom 37 (H): 0.21, atom 38 (H): 0.23, atom 39 (H): 0.20, atom 40 (H): 0.19, atom 41 (H): 0.22, atom 42 (H): 0.21, atom 43 (H): 0.21, atom 44 (H): 0.22, atom 45 (H): 0.22, atom 46 (H): 0.21, atom 47 (H): 0.22, atom 48 (H): 0.21, atom 49 (H): 0.22, atom 50 (H): 0.22, atom 51 (H): 0.24, atom 52 (H): 0.24, atom 53 (H): 0.25, atom 54 (H): 0.22, atom 55 (H): 0.22, atom 56 (H): 0.19, atom 57 (H): 0.17, atom 58 (H): 0.22, atom 59 (H): 0.22, atom 60 (H): 0.21, atom 61 (H): 0.23, atom 62 (H): 0.23


The ion HO3P2S2 with charge -1 in a non-equilibrium geometry. Source: the OMol25 dataset; level of theory: the ωB97M-V functional and the def2-TZVPD basis.

Calculated values
F_max = 2.64 eV/A
SMILES string = [O-]P1#S#P1OSO
Highest occupied orbital energy = -3.575 eV
Energy above the lowest of the compared OMol25 structures with the same formula, charge and spin = 90.7 kcal/mol

Structure (ORCA input):
```
! wB97M-V def2-TZVPD RIJCOSX def2/J DEFGRID3
* xyz -1 1
O 3.647 0.868 -0.403
P 2.661 0.669 0.718
S 1.025 2.177 0.282
P 0.635 0.286 -0.484
O -0.450 -0.411 0.700
S -2.051 -0.545 0.719
O -2.419 -1.679 -0.397
H -3.048 -1.364 -1.134
*
```

Taken from the natural (NBO) analysis, the atomic charges in e are: atom 1 (O): -1.15, atom 2 (P): 0.91, atom 3 (S): -0.56, atom 4 (P): 0.44, atom 5 (O): -0.98, atom 6 (S): 0.75, atom 7 (O): -0.89, atom 8 (H): 0.48


Going through the records in order, we get E_LUMO values of 0.4; -0.1; -0.8; 2.9 eV.